A 2-piece molecular cluster, CH2N3O overall, computed with the ωB97M-V functional and the def2-TZVPD basis.

Element x y z (Å)
C  -0.430  1.171  -2.236
N  0.390  0.840  -1.476
N  0.618  -0.448  0.854
N  -0.587  -0.238  0.543
O  -1.540  -0.723  1.244
H  0.809  0.435  -0.645
H  0.739  -1.036  1.715

Output
E_LUMO = 0.19241 Ha
Gap between HOMO and LUMO = 8.599 eV
Molar mass = 72.047 g/mol
Energy above the lowest of the compared OMol25 structures with the same formula, charge and spin = 0.808 eV
Net charge = -1

These are the Mulliken partial charges, in e, on atoms 1 to 6: number 1, C, carries -0.253; number 2, N, carries -0.147; number 3, N, carries -0.638; number 4, N, carries -0.026; number 5, O, carries -0.639; number 6, H, carries 0.451

***

An isolated ion of composition C7H8NOS and charge -1, computed with the ωB97M-V functional and the def2-TZVPD basis.

Element x y z (Å)
C  -1.630  1.278  -0.287
C  -2.225  0.067  -0.568
C  -0.403  1.681  0.246
C  -1.672  -1.192  -0.342
C  0.826  0.885  0.664
C  0.870  -0.635  0.613
C  1.670  0.144  -0.412
N  -0.494  -1.637  0.205
O  -0.020  -2.852  0.090
S  3.468  0.075  -0.202
H  -2.282  2.072  -0.494
H  -3.254  0.187  -1.086
H  -0.232  2.693  0.061
H  -2.205  -2.097  -0.695
H  1.228  1.289  1.566
H  1.541  -1.191  1.290
H  1.283  0.089  -1.413
H  3.529  -0.856  0.767

Output
E_LUMO (alpha / beta) = 0.11433 / 0.11433 Ha
SMILES = [O-]N1C=CC=C[C@@H]2[C@@H](S)[C@@H]21
Gap between HOMO and LUMO (alpha / beta) = 5.016 / 5.017 eV
Molar mass = 154.214 g/mol
Energy above the lowest of the compared OMol25 structures with the same formula, charge and spin = 2.654 eV
Net charge = -1

These are the Mulliken partial charges, in e, on atoms 1 to 6: number 1, C, carries -0.046; number 2, C, carries -0.628; number 3, C, carries -1.024; number 4, C, carries -0.029; number 5, C, carries -0.075; number 6, C, carries -0.550

***

C46H36Br2N2Zn as an isolated structure, computed with the ωB97M-V functional and the def2-TZVPD basis.

Element x y z (Å)
C  3.862  4.189  4.559
C  3.641  3.152  5.467
C  2.514  2.339  5.365
C  1.617  2.513  4.312
N  0.470  1.694  4.225
C  -0.583  1.852  5.163
C  -1.748  2.515  4.747
C  -2.790  2.730  5.645
C  -2.691  2.232  6.951
C  -1.540  1.550  7.360
C  -0.463  1.391  6.478
C  0.227  0.820  3.158
C  -0.170  -0.496  3.474
C  -0.268  -1.452  2.481
C  -0.056  -1.077  1.126
C  -0.171  -2.005  0.055
C  -0.766  -1.633  -1.188
C  -0.326  -2.276  -2.373
C  -0.856  -1.928  -3.601
C  -1.912  -0.992  -3.688
N  -2.541  -0.732  -4.897
C  -3.805  -0.067  -4.914
C  -3.853  1.302  -5.203
C  -5.086  1.948  -5.288
C  -6.271  1.223  -5.121
C  -6.219  -0.144  -4.833
C  -4.984  -0.789  -4.704
C  -1.899  -0.946  -6.131
C  -2.662  -1.416  -7.215
C  -2.064  -1.575  -8.463
C  -0.729  -1.187  -8.649
C  0.015  -0.672  -7.585
C  -0.555  -0.586  -6.311
C  -2.388  -0.373  -2.514
C  -1.809  -0.664  -1.294
C  0.284  0.267  0.832
C  0.410  1.212  1.829
C  1.860  3.518  3.342
C  2.966  4.388  3.511
H  4.712  4.863  4.682
H  4.321  3.005  6.311
H  2.295  1.571  6.111
H  -1.797  2.887  3.723
H  -3.668  3.293  5.330
H  -3.509  2.396  7.657
H  -1.455  1.156  8.376
H  0.464  0.908  6.793
H  -0.339  -0.751  4.522
H  -0.531  -2.483  2.718
H  0.016  -3.064  0.237
H  0.461  -3.026  -2.289
H  -0.467  -2.390  -4.508
H  -2.921  1.841  -5.375
H  -5.117  3.012  -5.511
H  -7.237  1.724  -5.227
H  -7.138  -0.724  -4.727
H  -4.924  -1.858  -4.489
H  -3.717  -1.656  -7.069
H  -2.649  -1.984  -9.289
H  -0.276  -1.282  -9.638
H  1.040  -0.326  -7.728
H  0.029  -0.203  -5.470
H  -3.207  0.346  -2.576
H  -2.175  -0.165  -0.397
H  0.488  0.552  -0.207
H  0.659  2.241  1.572
H  1.062  3.781  2.655
H  3.089  5.221  2.816
Br  4.004  3.638  0.477
Zn  3.428  2.282  2.220
Br  3.637  0.109  2.881
C  4.940  -1.963  -0.316
C  3.759  -1.851  -1.092
C  2.666  -2.288  -0.297
C  3.150  -2.727  0.970
C  4.607  -2.571  0.931
C  5.400  -3.029  1.977
C  4.771  -3.520  3.123
C  3.369  -3.646  3.179
C  2.558  -3.309  2.096
H  5.966  -1.715  -0.591
H  3.699  -1.493  -2.119
H  1.637  -2.362  -0.632
H  6.486  -2.977  1.884
H  5.374  -3.797  3.990
H  2.905  -4.005  4.103
H  1.478  -3.481  2.106

Output
E_LUMO = 0.13520 Ha
Gap between HOMO and LUMO = 3.091 eV
Molar mass = 842.006 g/mol
Net charge = -2

These are the Mulliken partial charges, in e, on atoms 1 to 6: number 1, C, carries -0.450; number 2, C, carries -0.729; number 3, C, carries 0.282; number 4, C, carries 0.125; number 5, N, carries 1.094; number 6, C, carries -0.469

***

C5H11NS2 as an isolated structure, computed with the ωB97M-V functional and the def2-TZVPD basis.

Element x y z (Å)
C  -2.438  -0.187  1.012
C  -0.174  -0.552  -0.819
C  -0.079  -2.061  -0.608
C  0.894  -0.084  0.153
C  1.903  1.033  -0.090
H  -2.762  -1.402  1.098
H  -3.242  0.676  0.947
H  -1.687  -0.049  1.920
H  0.086  -0.471  -1.957
H  -0.209  -2.675  -1.439
H  -0.638  -2.329  0.336
H  0.384  0.068  1.153
H  2.170  0.997  -1.112
H  2.864  0.985  0.461
H  0.560  2.676  0.751
H  1.134  2.636  -1.287
N  1.359  2.409  -0.023
S  -1.814  0.149  -0.675
S  1.688  -1.820  0.178

Output
E_LUMO = 0.02415 Ha
Gap between HOMO and LUMO = 9.280 eV
Molar mass = 149.284 g/mol
Energy above the lowest of the compared OMol25 structures with the same formula, charge and spin = 3.867 eV

These are the Mulliken partial charges, in e, on atoms 1 to 6: number 1, C, carries -0.738; number 2, C, carries -0.056; number 3, C, carries -0.742; number 4, C, carries 0.160; number 5, C, carries -1.003; number 6, H, carries 0.220

***

A 4-piece molecular cluster, C8H14BrN4O4 overall, computed with the ωB97M-V functional and the def2-TZVPD basis.

Element x y z (Å)
Br  12.534  9.646  -14.472
C  7.879  13.245  -13.282
O  7.308  14.164  -12.766
N  8.128  12.151  -12.682
N  7.998  13.077  -14.611
H  8.913  11.628  -13.042
H  7.926  12.111  -11.693
H  8.786  12.546  -14.954
H  7.725  13.796  -15.266
C  13.290  3.797  -16.530
O  13.234  4.814  -17.196
N  13.264  3.772  -15.192
N  13.194  2.619  -17.061
H  13.637  2.933  -14.772
H  13.242  4.664  -14.720
H  13.294  1.860  -16.402
H  12.965  2.584  -18.044
C  13.031  16.293  -8.992
C  13.337  15.521  -10.138
C  14.017  16.144  -11.216
C  14.388  17.497  -11.147
C  13.963  18.293  -10.044
C  13.244  17.648  -8.994
O  12.915  18.371  -7.875
O  14.233  15.471  -12.395
H  12.530  15.770  -8.192
H  13.109  14.466  -10.159
H  14.933  17.914  -11.981
H  14.174  19.348  -9.948
H  12.478  17.755  -7.282
H  13.587  14.765  -12.462

Output
E_LUMO = 0.08654 Ha
Gap between HOMO and LUMO = 6.099 eV
Molar mass = 310.128 g/mol
Energy above the lowest of the compared OMol25 structures with the same formula, charge and spin = 3.287 eV
Net charge = -1

These are the Mulliken partial charges, in e, on atoms 1 to 6: number 1, Br, carries -0.989; number 2, C, carries 0.542; number 3, O, carries -0.638; number 4, N, carries -0.368; number 5, N, carries -0.420; number 6, H, carries 0.225

***

Question: The highest molar mass belongs to which entry?
Answer: C46H36Br2N2Zn